Formula: C24H36BaP2Si
Source: the Open Molecules 2025 dataset
Level of theory: wB97M-V/def2-TZVPD

The calculation puts the calculated total energy at -52614.6278 eV. The calculation puts the energy above the lowest of the compared OMol25 structures with the same formula, charge and spin at 0.00 kcal per mole. Its LUMO energy is -1.12 eV. The value obtained for the largest force on an atom is 0.072 hartree/bohr.

Structure (XYZ):
```
64
Properties=species:S:1:pos:R:3:forces:R:3
C 0.621841 2.687278 3.258785 0.094 0.492 -0.047
C 1.032888 3.034374 1.942640 -0.083 0.276 0.046
C -0.136663 3.157303 1.142047 0.058 0.194 -0.349
H 2.070729 3.219566 1.621736 -0.620 -0.031 0.159
C -1.267038 2.900059 1.964430 0.383 -0.013 -0.064
C -0.800797 2.599381 3.265189 0.189 0.378 -0.128
H -1.443139 2.473635 4.146335 0.356 -0.053 -0.455
H 1.286529 2.633163 4.132446 -0.365 -0.004 -0.467
H -0.171527 3.489621 0.086611 0.048 -0.447 0.829
H -2.317720 3.029199 1.680573 0.547 -0.257 0.037
Ba 0.596437 0.222706 1.698329 -0.763 1.407 -1.049
C -0.612208 0.165280 -1.004222 0.540 0.329 1.731
H -1.538194 0.751046 -0.920650 0.494 -0.393 -0.129
H -0.618456 -0.916265 -0.797383 -0.059 0.476 -0.663
H 0.323241 0.698499 -1.277737 -0.664 -0.546 -0.125
Si -0.639841 -1.148508 -4.355566 -0.375 -0.438 0.417
C 1.129741 -0.931948 -4.840789 0.563 0.152 -0.262
C 1.780047 0.291872 -4.584719 0.190 -0.591 -0.267
H 1.229333 1.110249 -4.119848 0.131 -0.164 -0.106
C 3.121959 0.448894 -4.931040 0.031 0.158 0.082
H 3.615078 1.402395 -4.727649 -0.082 -0.289 -0.089
C 3.831184 -0.593731 -5.530972 -0.563 -0.230 0.104
H 4.875162 -0.465746 -5.793502 -0.072 0.001 -0.007
C 3.184133 -1.808804 -5.789604 0.133 0.043 0.026
H 3.733608 -2.624636 -6.262334 -0.125 0.216 0.113
C 1.842582 -1.982232 -5.446778 0.122 0.567 0.136
H 1.327722 -2.923445 -5.650859 0.222 0.219 0.007
C -1.636069 0.350001 -4.787054 -0.306 0.490 -0.144
C -1.435614 1.026158 -6.006577 -0.314 0.061 0.525
H -0.682050 0.664123 -6.709819 -0.178 0.157 0.170
C -2.192425 2.158662 -6.306249 -0.006 0.045 -0.139
H -2.023617 2.680737 -7.250940 -0.090 -0.121 0.274
C -3.157128 2.628198 -5.409847 0.304 -0.472 0.168
H -3.741954 3.509453 -5.648505 0.060 -0.042 0.021
C -3.364098 1.951079 -4.204094 -0.105 0.011 -0.059
H -4.109448 2.316044 -3.494983 0.173 -0.082 -0.214
C -2.620978 0.811517 -3.895723 0.265 0.179 -0.405
H -2.761877 0.285087 -2.951085 0.027 0.231 -0.211
H -0.714773 -1.431508 -2.907734 -0.147 -0.129 -0.295
H -1.206539 -2.288873 -5.107012 0.090 -0.217 -0.177
C 1.729082 -2.982777 2.128845 -0.585 1.376 0.686
P -0.290103 -2.700669 2.733923 0.312 -3.358 -1.548
C -0.054330 -3.909220 4.084542 0.478 -1.440 0.215
C -1.665678 -1.712065 3.483908 0.780 1.903 0.732
C -1.389056 -1.013420 4.826212 0.330 -0.743 0.782
P 0.139737 0.157904 4.830052 -1.259 0.357 -0.010
C -0.371591 1.002381 6.373631 -0.069 0.711 0.423
C 1.931522 -0.100473 5.249838 0.480 -1.288 0.335
H 2.504023 -2.743870 2.887220 -0.461 -0.113 -0.463
H 1.704940 -4.076871 1.927489 -0.408 0.848 0.309
H 1.910151 -2.460929 1.169685 -0.083 -0.268 0.491
H -0.859097 -3.997249 4.826150 0.045 0.319 -0.346
H -0.057887 -4.867407 3.520864 0.167 0.269 0.621
H 0.906220 -3.874670 4.650428 -0.622 0.252 -0.457
H -2.059708 -0.988926 2.736538 0.212 -0.370 0.352
H -2.448096 -2.502564 3.596118 0.788 0.322 -0.291
H -2.242677 -0.336102 5.030026 0.660 -0.028 0.076
H -1.362411 -1.732875 5.663087 -0.120 0.071 -0.334
H -0.247918 0.375926 7.283434 -0.014 0.204 -0.603
H 0.214567 1.927360 6.519870 -0.197 -0.369 -0.059
H -1.433615 1.296375 6.306211 0.490 -0.105 0.022
H 2.172405 -0.589100 6.202646 -0.111 -0.007 -0.131
H 2.463278 -0.655548 4.449454 -0.308 0.224 0.364
H 2.396196 0.904910 5.293966 -0.608 -0.332 -0.159
```
Positions in Å, forces in eV/Å.

Formula: C2H5BrClN
Source: the Open Molecules 2025 dataset
Level of theory: wB97M-V/def2-TZVPD

The calculation puts the calculated total energy at -86205.7192 eV. The calculation puts the energy above the lowest of the compared OMol25 structures with the same formula, charge and spin at 109.08 kcal per mole. Its LUMO energy (alpha / beta) is -0.06 / 0.15 eV. The value obtained for the largest force on an atom is 0.083 hartree/bohr.

Structure (XYZ):
```
10
Properties=species:S:1:pos:R:3:forces:R:3
C 0.469840 -0.653347 -0.636474 -3.771 0.030 -2.022
C -2.239112 -0.554931 0.642013 2.112 -1.659 1.442
N 0.183191 -0.129332 0.611378 -1.362 -0.855 2.964
Cl -2.266611 -1.921072 -0.422524 -0.927 0.767 0.941
Br -2.692920 1.090972 0.088322 -0.683 1.094 -0.568
H 0.374460 0.109060 -1.481892 0.218 -0.978 1.162
H 1.376967 -1.086232 -0.568079 3.426 -1.538 -0.500
H -0.280834 -1.557255 -0.860118 1.758 1.585 -0.084
H -2.115593 -0.723449 1.747754 -0.457 -0.052 -1.598
H 0.382081 -0.899098 1.365256 -0.314 1.606 -1.737
```
Positions in Å, forces in eV/Å.

Look up the calculated total energy of the first one.
-52614.6278 eV